No. 1
Computed, not measured: C31H50ClPTeW as an isolated structure at a distorted geometry, with ωB97M-V/def2-TZVPD.

ORCA input file:
```
! RIJCOSX wB97M-V def2-TZVPD def2/J DEFGRID3
* xyz 0 3
H -3.23 -0.74 3.12
H -3.15 -2.88 -4.02
H -4.33 -2.50 1.70
H -5.89 -0.86 3.06
C 2.19 1.34 -0.68
C -1.78 -2.72 -0.83
H -2.65 -2.69 3.37
H 0.05 4.67 0.01
H 2.86 0.55 -2.61
H -1.72 -4.53 0.46
H 4.01 0.35 -0.11
H 2.94 0.84 1.34
C 1.13 3.63 1.56
H -0.65 -5.02 3.12
H 4.07 5.97 1.00
C 0.99 4.61 0.58
C -1.06 0.80 -1.19
H -0.06 2.01 -4.07
H -2.59 -6.09 -1.16
H -6.57 -1.73 0.84
C -1.99 -3.35 2.79
C 2.08 5.47 0.37
H -1.01 -3.04 5.40
H 2.00 6.26 -0.37
C 3.36 4.29 2.11
P -1.44 -1.42 0.55
C -2.61 -2.21 -2.02
H 1.15 -2.09 4.77
H -4.04 -4.63 -2.53
C 1.68 2.39 -2.92
H 0.18 -4.34 5.33
H -2.51 0.71 2.42
H 2.30 2.60 3.03
H 1.33 -3.27 3.46
C -2.21 -5.12 -1.52
C -5.74 -1.02 0.92
C -3.23 -0.77 0.95
H -2.09 0.55 -1.38
C -4.40 -1.78 0.87
H -0.22 -3.23 1.54
H -0.42 2.79 -1.35
H -1.54 2.41 -2.49
C -1.28 -4.35 3.73
H -4.39 -2.36 -0.06
C -0.92 -2.52 2.02
H 0.52 0.60 -3.27
C -2.53 -3.22 -3.18
H -6.77 0.41 2.18
H 0.64 -1.06 2.52
H 1.56 2.23 -0.37
H -2.01 -4.98 4.25
C -0.10 -1.72 3.02
H 3.68 2.01 -2.22
H -2.66 -3.94 2.15
H 1.55 3.39 -2.45
C -2.97 -4.63 -2.75
C -0.37 -3.61 4.72
C -3.32 -0.02 2.29
C 0.35 1.68 -3.11
C 0.60 -2.67 4.02
H -1.49 -3.26 -3.52
Te -0.27 1.96 1.79
C -5.85 -0.18 2.20
H -0.74 -2.83 -1.20
H -3.34 -4.03 -0.04
H 2.10 2.63 -3.90
C -4.65 0.75 2.38
C -0.68 1.98 -2.01
H -2.26 -1.21 -2.32
C 3.04 0.69 0.27
H 4.28 4.15 2.69
C 3.24 5.30 1.14
H -1.14 -5.24 -1.76
W 0.47 0.34 -0.05
C 2.69 1.53 -2.13
H -3.40 -0.04 0.14
H -4.71 1.29 3.33
H -5.78 -0.34 0.05
H -2.80 -5.34 -3.57
Cl 1.32 -1.54 -0.96
C -2.29 -4.10 -0.37
H -0.77 -1.05 3.57
C 2.27 3.45 2.34
H -3.67 -2.09 -1.74
H -4.66 1.51 1.58
*
```

Values from the calculation:
- Molar mass: 800.6 g mol⁻¹
- LUMO energy (spin up / spin down): -0.65 / -0.61 eV
- HOMO-LUMO gap (spin up / spin down): 5.86 / 6.01 eV
- Calculated total energy: -63885.2328 eV

Löwdin population analysis, charges in e, atoms 1 to 4:
1 H 0.10
2 H 0.11
3 H 0.11
4 H 0.11



No. 2
Computed, not measured: H3O3PS as an isolated structure at a distorted geometry, with ωB97M-V/def2-TZVPD.

ORCA input file:
```
! RIJCOSX wB97M-V def2-TZVPD def2/J DEFGRID3
* xyz 0 1
H -2.11 -0.65 -1.21
O -1.91 -0.21 -0.44
O 0.31 1.28 0.08
H 2.31 0.29 1.05
S -0.70 -1.47 0.80
O 2.07 -0.39 0.28
H -0.58 1.33 -0.11
P 0.62 -0.18 -0.46
*
```

Values from the calculation:
- Molar mass: 114.1 g mol⁻¹
- LUMO energy: -1.76 eV
- HOMO-LUMO gap: 7.58 eV
- Calculated total energy: -26314.0148 eV
- Relative energy (zero: lowest compared OMol25 entry of this formula, charge and spin): 399.0 kJ/mol

natural (NBO) population analysis, charges in e, atoms 1 to 4:
1 H 0.47
2 O -0.86
3 O -0.99
4 H 0.51



No. 3
Computed, not measured: a 5-piece molecular cluster, H10O5 overall at a distorted geometry, with ωB97M-V/def2-TZVPD.

ORCA input file:
```
! RIJCOSX wB97M-V def2-TZVPD def2/J DEFGRID3
* xyz 0 1
O 2.15 -0.72 1.13
H 2.08 -1.41 0.48
H -2.30 0.75 -1.51
H -0.68 -0.34 2.82
H 0.06 -0.45 -1.15
H 0.84 1.90 0.34
H -1.55 1.44 -2.43
H 1.69 0.05 0.78
H 0.14 -1.93 -1.66
O 0.41 1.13 0.15
H -0.37 1.46 -0.21
O -0.38 -1.21 2.62
O -1.98 1.62 -1.63
H 0.29 -1.13 1.91
O -0.39 -1.15 -1.64
*
```

Values from the calculation:
- Molar mass: 90.1 g mol⁻¹
- LUMO energy: 0.27 eV
- HOMO-LUMO gap: 11.06 eV
- Calculated total energy: -10399.6543 eV
- Relative energy (zero: lowest compared OMol25 entry of this formula, charge and spin): 115.3 kJ/mol
- SMILES: O.O.O.O.O

natural (NBO) population analysis, charges in e, atoms 1 to 4:
1 O -0.96
2 H 0.46
3 H 0.48
4 H 0.46